Record 1
10
Properties=species:S:1:pos:R:3 method="wB97M-V/def2-TZVPD" e_lumo_ha=-0.0409 total_energy_ha=-409.6535 relative_energy_ev=2.033
O -2.115 -0.217 0.779
C -1.265 -0.267 -0.035
C -0.561 0.980 -0.465
N 0.699 1.167 -0.321
C 1.372 0.242 0.425
N 1.282 -1.103 0.464
N 0.437 -1.792 -0.363
N -0.771 -1.463 -0.574
H -1.185 1.747 -0.924
H 2.108 0.706 1.014


Record 2
11
Properties=species:S:1:pos:R:3 method="wB97M-V/def2-TZVPD" e_lumo_ha=-0.0240 total_energy_ha=-582.3530 relative_energy_ev=2.586
O -1.713 2.723 -0.366
C -0.918 2.164 0.356
C 0.214 1.353 -0.205
N 0.961 0.794 0.646
I 2.666 -0.284 0.049
H -1.227 2.136 1.469
H 0.179 1.134 -1.224
C -0.081 -2.324 0.365
C -0.042 -2.770 -0.746
H -0.106 -1.946 1.388
H 0.066 -2.981 -1.732


Record 3
76
Properties=species:S:1:pos:R:3 method="wB97M-V/def2-TZVPD" e_lumo_ha=-0.0082 total_energy_ha=-2366.9368 relative_energy_ev=0.000
Sr -0.167 1.150 3.358
C -1.850 0.835 -3.967
C -1.862 -0.442 -3.578
C -1.037 -1.548 -4.176
C 0.340 -1.161 -4.777
C 1.211 -0.338 -3.875
C 1.235 0.998 -3.779
C 0.382 1.951 -4.567
C -1.004 1.443 -5.042
C 1.902 0.696 5.028
H -2.553 1.540 -3.510
H -2.593 -0.773 -2.827
H -1.611 -2.063 -4.967
H -0.848 -2.304 -3.397
H 0.873 -2.112 -4.923
H 0.205 -0.728 -5.775
H 1.926 -0.932 -3.295
H 2.004 1.489 -3.167
H 0.941 2.298 -5.456
H 0.210 2.846 -3.947
H -1.535 2.343 -5.377
H -0.882 0.807 -5.923
H 2.002 1.568 5.701
H 2.853 0.550 4.489
H 1.731 -0.191 5.664
P -1.595 -0.670 1.197
P 1.598 -0.062 1.338
C -0.549 -0.836 -0.244
C 0.813 -0.691 -0.157
C -2.569 -2.156 1.438
C -2.895 -3.036 0.393
C -3.617 -4.206 0.676
C -3.960 -4.521 2.001
C -3.606 -3.651 3.049
C -2.944 -2.462 2.761
C -2.768 0.710 0.902
C -2.272 2.036 0.916
C -3.173 3.095 0.871
C -4.546 2.862 0.732
C -5.029 1.546 0.651
C -4.143 0.467 0.731
C 3.114 -1.023 1.650
C 2.973 -2.313 2.207
C 4.100 -3.086 2.463
C 5.383 -2.597 2.168
C 5.524 -1.312 1.614
C 4.398 -0.521 1.368
C 2.166 1.649 1.001
C 2.374 2.576 2.051
C 2.843 3.856 1.751
C 3.123 4.227 0.427
C 2.898 3.312 -0.616
C 2.406 2.035 -0.327
H -1.054 -1.054 -1.189
H 1.496 -1.009 -0.953
H -2.585 -2.819 -0.628
H -3.898 -4.882 -0.135
H -4.486 -5.454 2.229
H -3.838 -3.905 4.085
H -2.717 -1.757 3.564
H -1.189 2.229 0.893
H -2.791 4.113 0.934
H -5.242 3.701 0.685
H -6.099 1.362 0.527
H -4.521 -0.560 0.643
H 1.972 -2.693 2.426
H 3.979 -4.087 2.876
H 6.258 -3.214 2.353
H 6.515 -0.940 1.362
H 4.522 0.480 0.945
H 2.248 2.281 3.107
H 3.012 4.574 2.560
H 3.509 5.224 0.201
H 3.111 3.589 -1.650
H 2.210 1.328 -1.133
I -2.336 0.344 5.377


Record 4
47
Properties=species:S:1:pos:R:3 method="wB97M-V/def2-TZVPD" e_lumo_ha=0.1807 charge=-2 total_energy_ha=-1769.2017 relative_energy_ev=9.165
S -0.200 0.347 -0.014
O -1.194 -0.281 -0.879
O -0.830 0.759 1.180
O 0.738 -0.746 0.281
O 0.394 1.378 -0.794
O 0.321 -3.272 -2.518
H 0.098 -2.225 -2.522
H 0.644 -3.570 -3.338
O 2.102 -1.803 -0.765
H 1.605 -2.526 -1.314
H 1.301 -1.377 -0.433
O 0.194 -2.774 1.899
H 0.413 -3.627 1.491
H -0.185 -2.290 1.116
O -1.720 2.995 1.757
H -1.188 3.780 1.700
H -1.191 2.112 1.530
O 2.051 0.411 1.969
H 1.481 -0.233 1.433
H 1.421 0.788 2.555
O -2.555 -0.257 2.766
H -3.500 -0.168 2.338
H -2.109 0.250 2.106
O -0.409 -0.509 -3.314
H -1.228 -0.317 -2.614
H 0.199 -0.168 -2.723
O 1.979 1.246 -2.155
H 2.796 1.550 -1.762
H 1.225 1.681 -1.776
O -3.406 0.868 -1.879
H -2.598 0.379 -1.585
H -4.162 0.407 -1.519
O -0.020 3.470 -2.370
H 0.258 3.272 -3.320
H 0.010 2.681 -1.797
O 4.000 -2.079 1.015
H 4.267 -2.914 0.740
H 3.162 -2.071 0.356
O 1.830 2.928 0.842
H 1.268 2.850 0.016
H 2.153 2.132 0.988
O -2.600 -2.211 0.000
H -2.336 -1.532 -0.492
H -3.126 -1.867 0.559
O -0.081 0.970 3.682
H -0.494 0.607 4.560
H -0.795 0.959 3.019


Record 5
24
Properties=species:S:1:pos:R:3 method="wB97M-V/def2-TZVPD" e_lumo_ha=-0.3543 charge=+2 total_energy_ha=-584.5375 relative_energy_ev=1.552
H 1.070 -2.800 -1.656
N 0.503 -2.068 -1.276
C 1.172 -1.463 -0.445
C 0.653 -0.216 0.360
C 1.659 0.935 0.136
N 2.940 0.750 0.323
N 1.268 2.142 -0.279
C -0.010 2.523 -0.322
C -1.051 1.659 -0.246
N -2.457 1.687 -0.243
C -2.852 0.441 -0.022
N -1.768 -0.443 0.294
C -1.989 -1.853 0.503
C -0.676 0.262 0.155
H 2.182 -1.680 0.008
H 0.738 -0.659 1.365
H 3.261 -0.151 0.547
H 3.597 1.429 -0.050
H 2.135 2.778 -0.341
H -0.270 3.516 -0.653
H -3.839 0.089 0.184
H -2.119 -2.109 1.611
H -2.958 -2.262 -0.089
H -1.188 -2.509 0.136


Record 6
47
Properties=species:S:1:pos:R:3 method="wB97M-V/def2-TZVPD" e_lumo_ha=0.0204 total_energy_ha=-1051.8420 relative_energy_ev=1.358
N -3.976 0.938 -2.463
C -3.068 0.297 -3.393
C -1.870 -0.288 -2.615
C -0.713 -0.734 -3.480
C 0.061 0.212 -4.162
C 1.115 -0.183 -4.981
C 1.412 -1.535 -5.130
C 0.651 -2.486 -4.458
C -0.405 -2.087 -3.643
C -3.765 -0.784 -4.237
O -4.876 -1.181 -3.993
O -3.076 -1.281 -5.281
H -4.714 1.401 -2.990
H -4.460 0.206 -1.945
H -2.685 1.065 -4.080
H -2.223 -1.124 -1.998
H -1.546 0.500 -1.926
H -0.158 1.272 -4.037
H 1.707 0.567 -5.499
H 2.236 -1.846 -5.768
H 0.874 -3.543 -4.571
H -1.003 -2.836 -3.126
H -2.173 -0.924 -5.291
N -0.802 -1.930 3.325
C -0.524 -1.160 2.115
C 0.833 -0.468 2.207
C 0.914 0.554 3.340
C 2.258 1.281 3.381
C 2.369 2.352 4.483
N 3.613 3.114 4.477
C 2.189 1.699 5.838
O 1.156 1.639 6.461
O 3.325 1.110 6.266
H -1.037 -1.302 4.090
H -1.621 -2.512 3.183
H -1.297 -0.404 1.884
H -0.506 -1.860 1.273
H 1.044 0.030 1.250
H 1.604 -1.235 2.352
H 0.105 1.293 3.230
H 0.743 0.050 4.300
H 2.433 1.780 2.418
H 3.073 0.556 3.513
H 1.535 3.055 4.382
H 3.736 3.550 3.567
H 4.398 2.481 4.613
H 3.112 0.699 7.119


Record 7
96
Properties=species:S:1:pos:R:3 method="wB97M-V/def2-TZVPD" e_lumo_ha="-0.1392 / -0.1392" charge=+1 multiplicity=8 total_energy_ha=-7995.5243 s_squared=15.76 relative_energy_ev=0.246
Eu -0.998 -0.055 0.438
C -1.096 -2.106 3.097
C -1.988 -1.459 4.121
C -3.354 -2.159 4.170
C -2.146 -0.047 3.828
C -2.305 1.012 4.742
C -2.358 2.136 3.931
N -2.215 1.760 2.667
N -2.130 0.448 2.577
B -2.220 2.718 1.492
N -3.282 2.220 0.435
C -4.340 2.918 0.054
C -5.004 2.211 -0.906
C -4.247 1.028 -1.074
N -3.182 1.071 -0.259
C -4.388 -0.069 -2.102
C -5.246 0.370 -3.278
C -4.788 -1.377 -1.295
N -0.744 2.839 0.938
C -0.145 3.952 0.372
C 1.214 3.835 0.563
C 1.401 2.640 1.262
N 0.211 2.020 1.459
C 2.624 2.109 2.038
C 2.330 0.614 2.203
C 3.943 2.479 1.336
H -0.684 -3.107 3.524
H -0.123 -1.559 2.876
H -1.590 -2.386 2.116
H -1.534 -1.569 5.070
H -3.671 -2.295 3.147
H -4.061 -1.598 4.788
H -3.249 -3.106 4.670
H -2.348 0.884 5.807
H -2.494 3.163 4.161
H -2.679 3.758 1.835
H -4.648 3.818 0.577
H -5.942 2.575 -1.257
H -3.378 -0.322 -2.470
H -6.153 0.821 -2.951
H -5.458 -0.466 -4.002
H -4.657 1.131 -3.862
H -5.744 -1.156 -0.787
H -4.077 -1.579 -0.523
H -4.732 -2.302 -1.802
H -0.739 4.713 -0.126
H 1.987 4.535 0.342
H 2.568 2.515 3.018
H 2.452 0.058 1.285
H 1.312 0.500 2.467
H 2.920 0.170 2.981
H 4.058 2.036 0.342
H 4.713 1.921 1.891
H 4.324 3.551 1.287
N -1.519 -3.845 -0.591
C -0.244 -3.463 -0.740
O 0.171 -2.412 -0.259
C 0.745 -4.360 -1.461
C 2.000 -3.632 -1.753
H -2.234 -3.239 -0.217
H -1.812 -4.724 -0.993
H 0.327 -4.502 -2.463
H 0.787 -5.361 -0.999
H 1.828 -2.752 -2.320
H 2.706 -4.264 -2.328
Br 4.693 5.152 -4.467
C 4.149 3.440 -3.792
C 4.884 2.285 -4.052
C 4.624 1.125 -3.419
C 3.597 1.077 -2.437
C 2.872 2.202 -2.263
C 3.144 3.439 -2.829
N 3.481 -0.015 -1.538
C 3.582 -1.221 -1.826
C 3.562 -2.087 -0.622
C 4.272 -1.565 0.445
C 4.129 -2.132 1.700
C 3.309 -3.342 1.742
C 2.672 -3.751 0.645
N 2.787 -3.125 -0.486
H 5.692 2.340 -4.741
H 5.302 0.238 -3.487
H 2.143 2.181 -1.434
H 2.529 4.276 -2.456
H 3.698 -1.569 -2.945
H 4.811 -0.702 0.027
H 4.509 -1.646 2.591
H 3.183 -3.849 2.703
H 1.902 -4.513 0.563
F 0.269 0.283 -1.608
As -0.628 -0.158 -3.098
F 0.575 0.702 -4.004
F -1.599 1.229 -2.776
F -1.616 -0.786 -4.334
F -1.606 -1.120 -1.899
F 0.398 -1.643 -2.991


Record 8
13
Properties=species:S:1:pos:R:3 method="wB97M-V/def2-TZVPD" e_lumo_ha="-0.0927 / -0.0928" total_energy_ha=-249.2239 relative_energy_ev=6.784
C -4.070 -0.444 -0.399
C 0.664 -0.701 0.590
C -0.676 1.420 0.247
C -0.496 0.096 0.308
C 1.682 -0.609 -0.721
N -2.956 -0.303 -0.114
H 1.107 -0.269 1.502
H 0.214 1.946 0.677
H -1.558 2.009 0.144
H 0.377 -1.704 0.828
H 0.986 -0.540 -1.641
H 2.573 -1.332 -0.575
H 2.151 0.430 -0.845


Record 9
24
Properties=species:S:1:pos:R:3 method="wB97M-V/def2-TZVPD" e_lumo_ha=-0.0959 charge=+1 total_energy_ha=-442.1855 relative_energy_ev=2.153
C 0.096 0.014 0.146
C 0.772 -1.504 -0.018
C 2.192 -1.281 0.472
C 3.144 -1.441 -0.458
N -1.433 -0.063 -0.306
H 0.110 0.289 1.258
H 0.756 0.657 -0.430
H 0.088 -2.220 0.522
H 0.880 -1.750 -1.127
H 2.318 -1.048 1.539
H 4.129 -1.148 0.007
H 3.247 -2.153 -1.318
H -1.460 -0.535 -1.257
H -1.890 -0.600 0.329
H -1.937 0.904 -0.367
H -1.011 2.551 1.087
H -2.333 3.318 0.623
O -1.780 2.477 0.550
H -0.187 2.470 3.450
H 0.728 2.868 2.272
O -0.047 2.303 2.508
H -2.534 -2.005 -3.006
H -1.811 -0.915 -3.653
O -2.038 -1.185 -2.823


Record 10
9
Properties=species:S:1:pos:R:3 method="wB97M-V/def2-TZVPD" e_lumo_ha=0.0189 total_energy_ha=-334.4696 relative_energy_ev=1.510
N -0.641 -1.862 -2.707
C -0.474 -1.228 -1.778
N -0.275 -0.373 -0.602
N 0.574 0.636 -0.683
C 0.676 1.062 0.556
C -0.139 0.247 1.370
N -0.714 -0.657 0.605
H 1.304 1.888 0.814
H -0.310 0.287 2.424


Record 11
82
Properties=species:S:1:pos:R:3 method="wB97M-V/def2-TZVPD" e_lumo_ha=-0.2551 charge=+2 total_energy_ha=-4658.8492 relative_energy_ev=0.000
N -0.306 -6.896 6.607
C -0.895 -5.825 7.144
C -1.114 -4.653 6.407
C -0.767 -4.590 5.034
C -0.163 -5.753 4.506
C 0.045 -6.879 5.321
C -0.980 -3.375 4.253
Sr -1.864 0.233 1.760
P -2.920 1.718 -4.843
C -0.999 -3.375 2.889
C -0.534 -2.328 2.022
C -0.870 -2.321 0.633
C -0.183 -1.492 -0.225
C 0.893 -0.690 0.249
C 0.947 -0.436 1.642
C 0.289 -1.291 2.536
Br -0.912 1.420 -0.800
H -1.135 -2.464 4.831
H -1.294 -4.302 2.384
H -1.566 -3.811 6.910
H 0.171 -5.810 3.473
H -1.173 -5.894 8.203
H 0.526 -7.783 4.923
H -1.596 -3.051 0.256
H 0.499 -1.234 3.622
H -0.446 -1.456 -1.284
H 1.582 0.379 2.001
P 2.332 -0.216 -0.700
C -3.790 1.597 -3.221
C -5.276 1.310 -3.488
H -3.656 2.555 -2.699
H -3.318 0.835 -2.583
H -5.855 1.405 -2.565
H -5.679 2.025 -4.218
H -5.407 0.293 -3.876
C -2.074 0.085 -4.997
C -1.611 -0.178 -6.438
H -2.803 -0.676 -4.687
H -1.235 0.061 -4.284
H -1.287 -1.221 -6.542
H -2.432 -0.010 -7.147
H -0.773 0.473 -6.714
C -1.469 2.798 -4.468
C -1.759 4.261 -4.811
H -0.614 2.426 -5.046
H -1.238 2.667 -3.400
H -0.904 4.887 -4.524
H -1.916 4.397 -5.892
H -2.649 4.617 -4.275
C 2.574 1.570 -0.674
C 4.018 1.988 -0.981
H 2.218 1.975 0.291
H 1.863 1.958 -1.416
H 4.591 2.097 -0.051
H 4.544 1.276 -1.634
H 4.009 2.957 -1.493
C 2.040 -0.795 -2.354
C 2.493 -2.236 -2.642
H 2.569 -0.090 -3.013
H 0.970 -0.669 -2.567
H 3.568 -2.381 -2.468
H 1.923 -2.962 -2.030
H 2.302 -2.460 -3.699
C 3.689 -1.066 0.131
C 4.161 -0.434 1.448
H 4.508 -1.144 -0.599
H 3.331 -2.093 0.316
H 3.864 -1.055 2.307
H 5.256 -0.348 1.450
H 3.757 0.573 1.621
N -0.681 7.330 1.236
C -0.488 6.270 1.705
C -0.266 4.986 2.331
C 0.640 4.897 3.396
C 0.844 3.664 4.002
C 0.113 2.562 3.546
N -0.825 2.684 2.597
C -0.940 3.834 1.914
H 1.177 5.793 3.719
H 1.577 3.537 4.803
H 0.303 1.557 3.918
H -1.525 3.794 1.006


Record 12
10
Properties=species:S:1:pos:R:3 method="wB97M-V/def2-TZVPD" e_lumo_ha="-0.2816 / -0.2212" charge=+1 total_energy_ha=-263.4936 relative_energy_ev=6.007
C -0.406 1.305 0.660
C 0.277 0.471 -0.244
N -0.338 -1.942 0.550
N 0.761 0.335 -1.393
O -0.141 1.752 1.729
H -1.424 1.418 0.187
H -1.160 -1.772 1.123
H 0.465 -2.100 1.156
H 1.026 1.130 -1.987
H 0.940 -0.597 -1.780


Record 13
25
Properties=species:S:1:pos:R:3 method="wB97M-V/def2-TZVPD" e_lumo_ha=-0.1211 charge=+1 total_energy_ha=-498.0513 relative_energy_ev=2.669
C 3.262 -0.227 0.897
C 2.073 0.525 0.278
C 2.410 0.952 -1.212
C 0.959 -0.431 0.167
N 0.604 -1.516 -0.170
C -0.681 -1.919 -0.510
C -1.590 -0.754 -0.200
C -2.978 -0.922 -0.182
C -3.771 0.222 0.151
C -3.067 1.368 0.518
C -1.742 1.428 0.483
N -1.036 0.373 0.203
H 3.242 -0.502 1.902
H 4.157 0.277 0.756
H 3.382 -1.215 0.542
H 1.921 1.454 0.850
H 2.720 0.022 -1.622
H 3.158 1.736 -1.048
H 1.509 1.263 -1.728
H -0.978 -2.818 0.078
H -0.759 -2.165 -1.556
H -3.296 -1.905 -0.452
H -4.834 0.304 -0.006
H -3.488 2.290 0.943
H -1.176 2.162 0.918


Record 14
17
Properties=species:S:1:pos:R:3 method="wB97M-V/def2-TZVPD" e_lumo_ha=0.0350 total_energy_ha=-346.8890 relative_energy_ev=3.712
C -1.402 -1.442 1.138
O -0.051 -1.346 0.637
C 0.574 0.050 0.722
C 1.768 0.719 0.018
C 0.379 1.237 -0.215
C -0.211 0.737 -1.517
O 0.157 -0.616 -1.654
H -2.076 -0.765 0.602
H -1.427 -1.213 2.206
H -1.814 -2.463 1.026
H 0.570 0.220 1.776
H 2.407 1.295 0.690
H 2.295 0.341 -0.855
H 0.083 2.229 0.150
H -1.302 0.908 -1.480
H 0.164 1.281 -2.400
H -0.114 -1.172 -0.841